Entry from the Open Molecules 2025 dataset: a cluster of 10 separate species, C24H60BF4N3O6 in total (ωB97M-V/def2-TZVPD).

CARTESIAN COORDINATES (ANGSTROEM)
1 C -2.77113 -0.32356 5.92138
2 C -2.25457 -0.08224 4.54736
3 C -2.21145 1.51111 4.26299
4 N -1.29412 1.99773 3.13574
5 C -1.76430 1.35497 1.87234
6 C 0.15076 1.66364 3.41343
7 C 1.12914 2.63487 2.64646
8 C 0.10056 3.88076 2.38152
9 C -1.21770 3.46156 3.13673
10 H -3.77618 0.19833 5.93116
11 H -2.26064 0.03991 6.73567
12 H -2.83774 -1.36601 6.07833
13 H -2.71210 -0.49659 3.77070
14 H -1.22086 -0.33795 4.43074
15 H -2.07019 2.08927 5.32315
16 H -3.20456 1.71729 3.95363
17 H -1.07152 1.69794 0.99630
18 H -2.76735 1.84950 1.52613
19 H -1.65646 0.24324 2.00837
20 H 0.31973 0.66824 2.85539
21 H 0.32978 1.61989 4.52467
22 H 1.51473 1.96336 1.94389
23 H 1.92403 2.99914 3.21953
24 H -0.01672 3.70306 1.43762
25 H 0.65598 4.83349 2.61859
26 H -1.96879 3.90661 2.41091
27 H -0.99185 3.93945 4.01390
28 B 0.23972 -0.85626 -1.12354
29 F 0.81440 0.50942 -1.13983
30 F -0.28564 -1.02205 -2.44474
31 F 1.23237 -1.77273 -0.83900
32 F -0.78912 -0.91922 -0.18522
33 C -1.74344 3.17905 -2.21935
34 C -2.30648 3.79529 -1.01244
35 N -2.71184 4.41161 -0.03674
36 H -1.22201 3.87032 -2.81932
37 H -1.04503 2.33395 -1.75054
38 H -2.50810 2.60840 -2.73474
39 C 2.34944 -3.02562 -3.79669
40 C 2.61697 -3.36677 -5.24994
41 N 2.93654 -3.57338 -6.36457
42 H 1.72734 -2.05513 -3.73935
43 H 1.74812 -3.74644 -3.32283
44 H 3.34130 -2.97323 -3.28515
45 C 5.42229 0.50255 0.11760
46 C 4.07828 0.27138 -0.56575
47 O 3.99283 -1.15720 -0.73797
48 H 6.33996 0.20282 -0.36232
49 H 5.47119 0.13726 1.10000
50 H 5.66897 1.48254 0.19216
51 H 4.10812 0.83118 -1.50216
52 H 3.18109 0.61226 0.07578
53 H 3.07820 -1.36469 -0.74043
54 C 1.65785 -5.66540 -0.71142
55 C 0.80833 -6.12057 0.52427
56 O 0.82614 -7.54623 0.67412
57 H 1.24067 -5.99309 -1.61411
58 H 2.69563 -6.02347 -0.62582
59 H 1.47732 -4.72865 -0.83896
60 H -0.27636 -5.96960 0.38371
61 H 0.86897 -5.54763 1.46044
62 H 0.94094 -7.72555 1.52002
63 C 2.16723 4.80014 -2.52911
64 C 2.49280 3.48955 -1.83954
65 O 1.95776 2.39165 -2.65337
66 H 0.97914 4.86023 -2.66105
67 H 2.37902 4.64484 -3.47974
68 H 2.49782 5.79241 -2.25593
69 H 2.03874 3.54161 -0.97202
70 H 3.46764 3.09414 -1.59816
71 H 1.65468 1.72581 -2.13933
72 C 2.48682 -2.77314 3.73951
73 C 2.26017 -2.12258 2.41128
74 O 0.87576 -1.78904 2.18354
75 H 2.10383 -2.18721 4.57924
76 H 3.62994 -3.08016 3.91952
77 H 1.95744 -3.55070 4.02035
78 H 2.52831 -2.92337 1.69699
79 H 3.00326 -1.17972 2.26890
80 H 0.64605 -1.68542 1.29485
81 C -5.43197 0.31127 -1.61114
82 C -3.84760 0.01818 -1.24514
83 O -3.78431 -0.61793 0.01113
84 H -5.54583 0.55052 -2.68232
85 H -6.04747 1.16868 -1.11673
86 H -6.05688 -0.53290 -1.45301
87 H -3.38774 0.80763 -1.06940
88 H -3.31482 -0.45722 -2.06390
89 H -2.89474 -1.08998 0.03090
90 C -3.30127 -0.02139 -5.84661
91 C -2.16025 -0.63403 -4.91130
92 O -1.86507 0.42717 -4.03373
93 H -4.07234 0.39187 -5.30196
94 H -3.57885 -0.87379 -6.56436
95 H -2.95877 1.05511 -6.22195
96 H -1.32103 -1.12271 -5.39782
97 H -2.57202 -1.59340 -4.21593
98 H -1.01688 0.20180 -3.67445

Calculated values
2S+1: 1
HOMO-LUMO gap, eV: 9.409
Net charge: 0
Total energy, eV: -54157.5280
Highest occupied orbital energy, Eh: -0.350
ΔE to the lowest compared entry with this formula, charge and spin, kJ/mol: 0.0

Computed Löwdin charges, given in elementary charges:
1 C -0.09
2 C -0.20
3 C -0.09
4 N -0.29
5 C 0.02
6 C -0.10
7 C -0.08
8 C -0.08
9 C -0.11
10 H 0.11
11 H 0.05
12 H 0.07
13 H 0.06
14 H 0.09
15 H 0.18
16 H 0.11
17 H 0.13
18 H 0.14
19 H 0.11
20 H 0.13
21 H 0.15
22 H 0.07
23 H 0.08
24 H 0.01
25 H 0.14
26 H 0.13
27 H 0.10
28 B -1.16
29 F 0.03
30 F 0.09
31 F 0.15
32 F 0.13
33 C -0.05
34 C -0.24
35 N 0.11
36 H 0.06
37 H 0.13
38 H 0.07
39 C -0.06
40 C -0.25
41 N 0.09
42 H 0.10
43 H 0.03
44 H 0.09
45 C -0.08
46 C -0.27
47 O -0.08
48 H 0.08
49 H 0.05
50 H 0.03
51 H 0.10
52 H 0.13
53 H 0.01
54 C -0.04
55 C -0.26
56 O -0.04
57 H 0.06
58 H 0.10
59 H -0.02
60 H 0.11
61 H 0.11
62 H -0.01
63 C -0.05
64 C -0.25
65 O -0.05
66 H 0.11
67 H 0.01
68 H 0.07
69 H 0.04
70 H 0.10
71 H -0.04
72 C -0.11
73 C -0.30
74 O -0.08
75 H 0.07
76 H 0.14
77 H 0.00
78 H 0.11
79 H 0.15
80 H 0.00
81 C -0.04
82 C -0.25
83 O -0.11
84 H 0.05
85 H 0.09
86 H 0.03
87 H -0.01
88 H 0.10
89 H 0.09
90 C -0.08
91 C -0.31
92 O -0.13
93 H 0.00
94 H 0.09
95 H 0.11
96 H 0.09
97 H 0.15
98 H 0.04

---

Entry from the Open Molecules 2025 dataset: a structure of composition C24H60FeO20P4S (ωB97M-V/def2-TZVPD).

CARTESIAN COORDINATES (ANGSTROEM)
1 Fe -1.30208 -1.40850 -0.30842
2 S -3.22968 -3.08810 -1.07379
3 O -4.62044 -3.12076 -0.56885
4 O -2.22477 -3.14645 -0.04163
5 O -2.94544 -4.14575 -2.00716
6 O -2.82652 -1.79482 -1.59208
7 C -1.77764 2.64816 4.73802
8 C -1.55317 2.88723 3.26747
9 O -1.53127 1.74083 2.45345
10 P -2.75702 0.84425 1.96711
11 O -2.31196 -0.35097 1.18614
12 O -3.61423 0.52713 3.36797
13 C -3.16385 -0.41032 4.29140
14 C -4.07365 -0.38198 5.48597
15 O -3.73651 1.91644 1.21106
16 C -4.10522 1.79385 -0.17335
17 C -5.28229 2.79629 -0.40391
18 H -2.82893 2.37517 4.82954
19 H -1.23378 1.76345 5.06908
20 H -1.42235 3.48501 5.33931
21 H -2.35334 3.45553 2.79328
22 H -0.67029 3.51965 3.17433
23 H -3.17098 -1.37901 3.79171
24 H -2.12082 -0.30521 4.58995
25 H -4.06612 -1.31996 6.04116
26 H -3.69959 0.40525 6.14053
27 H -5.11077 -0.15228 5.24158
28 H -3.29381 2.03760 -0.85914
29 H -4.31133 0.76538 -0.46977
30 H -5.91081 2.48895 -1.23973
31 H -6.00540 2.67751 0.40300
32 H -5.08437 3.86434 -0.49446
33 C 4.46754 -1.72580 2.72045
34 C 3.29538 -2.16667 1.80208
35 O 2.13469 -2.01785 2.61330
36 P 1.15919 -0.78092 2.20336
37 O 0.24194 -1.01321 1.01712
38 O 2.19202 0.46969 2.05431
39 C 1.71312 1.58993 1.26637
40 C 2.51794 2.80442 1.61987
41 O 0.40437 -0.52543 3.59545
42 C 1.02509 -0.67315 4.87252
43 C 1.81935 0.59730 5.24726
44 H 5.40229 -1.88414 2.18261
45 H 4.40624 -0.65773 2.92915
46 H 4.42418 -2.21536 3.69336
47 H 3.26983 -1.55515 0.90014
48 H 3.44950 -3.23397 1.64330
49 H 1.84118 1.29967 0.22356
50 H 0.64889 1.81885 1.32211
51 H 2.34700 3.19428 2.62331
52 H 3.60123 2.69120 1.57785
53 H 2.14681 3.60834 0.98420
54 H 0.23747 -0.84095 5.60710
55 H 1.65039 -1.56458 4.82311
56 H 2.15730 0.54320 6.28213
57 H 2.66325 0.89634 4.62556
58 H 1.18833 1.48531 5.21043
59 C -1.65267 5.01686 -0.61186
60 C -1.14977 3.61812 -0.52879
61 O -1.23906 3.06955 -1.84703
62 P -0.58451 1.58601 -2.09762
63 O -1.03795 0.48783 -1.17299
64 O -0.79193 1.25593 -3.66684
65 C -2.01730 0.92745 -4.12401
66 C -1.90965 1.09160 -5.65368
67 O 0.99522 1.93174 -1.92430
68 C 1.54227 3.10707 -2.61055
69 C 2.01564 2.61744 -4.01650
70 H -1.20484 5.53922 -1.45725
71 H -2.71316 5.20524 -0.77908
72 H -1.42963 5.55795 0.30769
73 H -0.09962 3.65661 -0.23930
74 H -1.57086 3.02888 0.28582
75 H -2.24740 -0.06764 -3.74329
76 H -2.81300 1.62489 -3.86218
77 H -1.82210 2.17286 -5.76010
78 H -1.06516 0.49706 -6.00220
79 H -2.79237 0.70478 -6.16286
80 H 0.80431 3.88268 -2.81537
81 H 2.35447 3.52813 -2.01798
82 H 2.33880 3.45605 -4.63325
83 H 2.91847 2.00706 -3.99585
84 H 1.28589 2.01567 -4.55820
85 C 2.95287 -4.69577 -5.02783
86 C 2.48415 -4.66114 -3.52462
87 O 1.72294 -3.51130 -3.25116
88 P 1.68803 -2.88061 -1.73221
89 O 0.41281 -2.10945 -1.46107
90 O 2.00105 -4.08782 -0.70124
91 C 0.97071 -4.82972 -0.15758
92 C -0.02603 -5.39107 -1.22915
93 O 2.97993 -1.90196 -1.62262
94 C 3.03693 -0.67053 -2.32424
95 C 3.97652 -0.75931 -3.52910
96 H 3.27988 -5.71373 -5.23980
97 H 2.05078 -4.46399 -5.59405
98 H 3.78599 -3.99467 -5.07743
99 H 1.89827 -5.56520 -3.35876
100 H 3.34255 -4.70813 -2.85452
101 H 1.51894 -5.57872 0.41385
102 H 0.52615 -4.01223 0.41003
103 H -0.38346 -4.62535 -1.91764
104 H 0.33397 -6.31048 -1.69087
105 H -0.94304 -5.76571 -0.77436
106 H 2.03212 -0.47287 -2.69756
107 H 3.31373 0.21880 -1.75805
108 H 4.98954 -0.69916 -3.13124
109 H 3.83785 -1.62830 -4.17230
110 H 4.03655 0.16813 -4.09862

Calculated values
<S²>: 6.01
2S+1: 5
HOMO-LUMO gap (alpha / beta), eV: 6.637 / 6.345
Net charge: 0
Total energy, eV: -149199.1975
Highest occupied orbital energy (alpha / beta), Eh: -0.244 / -0.233

Löwdin population analysis, charges in e, atoms 1 to 99:
1 Fe 0.69
2 S 0.19
3 O -0.37
4 O -0.40
5 O -0.35
6 O -0.41
7 C -0.05
8 C -0.27
9 O -0.21
10 P 0.60
11 O -0.23
12 O -0.18
13 C -0.32
14 C -0.06
15 O -0.18
16 C -0.22
17 C -0.05
18 H 0.07
19 H 0.06
20 H 0.09
21 H 0.12
22 H 0.12
23 H 0.13
24 H 0.09
25 H 0.08
26 H 0.07
27 H 0.09
28 H 0.08
29 H 0.13
30 H 0.07
31 H 0.07
32 H 0.06
33 C -0.06
34 C -0.25
35 O -0.19
36 P 0.58
37 O -0.25
38 O -0.18
39 C -0.26
40 C -0.06
41 O -0.19
42 C -0.23
43 C -0.06
44 H 0.08
45 H 0.06
46 H 0.08
47 H 0.10
48 H 0.12
49 H 0.10
50 H 0.10
51 H 0.07
52 H 0.08
53 H 0.07
54 H 0.12
55 H 0.11
56 H 0.08
57 H 0.06
58 H 0.06
59 C -0.06
60 C -0.28
61 O -0.19
62 P 0.59
63 O -0.23
64 O -0.18
65 C -0.32
66 C -0.04
67 O -0.22
68 C -0.20
69 C -0.05
70 H 0.08
71 H 0.08
72 H 0.09
73 H 0.10
74 H 0.09
75 H 0.13
76 H 0.12
77 H 0.08
78 H 0.08
79 H 0.08
80 H 0.11
81 H 0.12
82 H 0.08
83 H 0.05
84 H 0.07
85 C -0.04
86 C -0.29
87 O -0.17
88 P 0.59
89 O -0.25
90 O -0.21
91 C -0.24
92 C -0.05
93 O -0.18
94 C -0.27
95 C -0.05
96 H 0.07
97 H 0.08
98 H 0.06
99 H 0.10